P | The following is a quantum chemistry calculation of a cluster of 2 separate species, CHO4S in total, from the Open Molecules 2025 dataset.

Last column: natural (NBO) charge in e.
Positions of all 7 atoms, in Å:
C: 2.631 -0.061 1.301  0.476
O: -0.489 -0.047 0.706  -1.026
O: 1.974 0.825 1.623  -0.477
O: -1.179 -0.248 -1.685  -1.034
O: -1.956 1.687 -0.339  -1.017
S: -1.483 0.248 -0.354  2.221
H: -2.662 -0.709 -0.129  -0.144

Output
Kohn-Sham gap, eV: 8.99
Charge: -1
LUMO level, hartree: 0.1490

=====

Q | The following is a quantum chemistry calculation of a cluster of 2 separate species, CHO4S in total, from the Open Molecules 2025 dataset.

Last column: natural (NBO) charge in e.
Positions of all 7 atoms, in Å:
C: -1.216 -0.569 0.231  0.189
O: 1.586 0.298 1.166  -0.983
O: -1.895 -0.844 -0.693  -0.569
O: 1.542 -0.295 -1.241  -0.975
O: 0.701 1.852 -0.569  -0.993
S: 0.986 0.434 -0.143  2.253
H: -1.704 -0.876 1.250  0.079

Output
Kohn-Sham gap (spin up / spin down), eV: 8.17 / 8.17
Charge: -1
LUMO level (spin up / spin down), hartree: 0.1517 / 0.1517

=====

It is P that is most stable; the runner-up trails by 1.069 eV.

=====

P | The following is a quantum chemistry calculation of the ion CH14NSi4 with charge +1, from the Open Molecules 2025 dataset.

Last column: natural (NBO) charge in e.
Positions of all 20 atoms, in Å:
C: -0.147 0.373 0.436  -0.751
N: 0.593 1.823 0.049  -0.752
Si: 3.156 -0.777 0.058  0.367
Si: -3.245 -1.153 0.136  0.400
Si: 0.930 -1.055 -0.357  0.611
Si: -1.919 0.792 -0.220  0.597
H: 0.106 0.431 1.443  0.239
H: 1.606 2.007 0.173  0.439
H: 0.610 2.061 -0.950  0.427
H: 0.213 2.699 0.410  0.435
H: 3.834 0.092 -0.952  -0.117
H: 3.989 -1.930 0.311  -0.072
H: 3.090 0.086 1.430  -0.130
H: -2.136 -2.195 -0.524  -0.112
H: -3.666 -1.686 1.577  -0.057
H: -4.394 -1.153 -0.697  -0.111
H: 0.579 -1.409 -1.675  -0.116
H: 0.640 -2.204 0.638  -0.083
H: -1.493 0.941 -1.684  -0.121
H: -2.346 2.257 0.399  -0.094

Output
Kohn-Sham gap, eV: 10.12
Charge: +1
LUMO level, hartree: -0.1383

=====

Q | The following is a quantum chemistry calculation of the ion CH14NSi4 with charge +1, from the Open Molecules 2025 dataset.

Last column: natural (NBO) charge in e.
Positions of all 20 atoms, in Å:
C: 0.567 -0.318 0.091  -1.603
N: -0.772 0.779 2.479  -1.061
Si: -0.420 1.914 -2.270  0.408
Si: 2.100 -1.144 -0.785  0.907
Si: -0.872 -0.075 -1.101  0.732
Si: 0.345 -0.904 1.915  1.334
H: 0.919 0.761 0.238  0.290
H: -1.145 0.777 3.500  0.454
H: -0.207 1.659 2.165  0.453
H: -1.571 0.620 1.860  0.435
H: 0.201 2.553 -0.986  -0.156
H: -1.330 2.976 -2.695  -0.070
H: 0.795 1.429 -3.103  -0.091
H: 3.098 -1.263 0.421  -0.139
H: 1.882 -2.389 -1.456  -0.138
H: 2.372 -0.266 -1.854  -0.152
H: -1.826 0.329 -0.002  -0.219
H: -1.163 -1.447 -1.605  -0.105
H: -0.577 -1.973 2.181  -0.147
H: 1.299 -0.697 3.002  -0.132

Output
Kohn-Sham gap, eV: 9.79
Charge: +1
LUMO level, hartree: -0.1392

=====

It is Q that is most stable; the runner-up trails by 1.633 eV.

=====

P | The following is a quantum chemistry calculation of a structure of composition C30H50As2ClF6IrO3P, from the Open Molecules 2025 dataset.

Last column: Mulliken charge in e.
Positions of all 94 atoms, in Å:
Ir: -0.785 0.393 0.600  1.321
C: -1.695 3.810 -0.989  -1.273
As: -0.438 3.034 0.283  0.482
C: 1.220 3.828 -0.410  -1.295
C: -0.721 4.202 1.806  -1.202
H: -1.796 4.861 -0.718  0.640
H: -2.673 3.337 -0.936  0.360
H: -1.299 3.738 -1.999  0.283
H: 1.070 4.907 -0.418  0.616
H: 1.453 3.501 -1.422  0.369
H: 2.055 3.598 0.251  0.360
H: -0.352 5.185 1.515  0.554
H: -0.193 3.859 2.690  0.334
H: -1.784 4.259 2.026  0.402
C: 1.185 -4.241 -3.588  -0.758
C: 1.538 -4.229 -2.106  -0.915
C: 1.616 -2.787 -1.560  -0.256
C: 0.672 -1.854 -2.339  1.010
C: -0.591 -2.638 -2.715  -0.644
C: -0.209 -3.632 -3.821  -0.929
P: 0.397 -0.229 -1.492  -1.328
C: 2.087 0.469 -1.153  2.573
C: 3.090 0.449 -2.321  -0.651
C: 4.534 0.502 -1.794  -0.903
C: 4.631 1.406 -0.567  -0.748
C: 3.825 0.825 0.610  -0.792
C: 2.720 -0.120 0.119  -0.442
C: -0.390 0.928 -2.709  1.602
C: -1.924 0.796 -2.602  -0.418
C: -2.612 1.635 -3.674  -0.763
C: -2.226 1.169 -5.094  -1.059
C: -0.968 0.294 -5.106  -0.534
C: 0.097 0.870 -4.173  -0.799
H: 1.215 -5.259 -3.976  0.486
H: 1.947 -3.690 -4.149  0.311
H: 2.490 -4.730 -1.934  0.484
H: 0.777 -4.789 -1.558  0.367
H: 2.643 -2.429 -1.654  0.113
H: 1.344 -2.787 -0.503  -0.169
H: 1.152 -1.539 -3.271  0.630
H: -1.396 -2.000 -3.071  0.055
H: -0.959 -3.158 -1.828  0.410
H: -0.236 -3.139 -4.796  0.188
H: -0.963 -4.419 -3.854  0.573
H: 1.850 1.510 -0.906  -1.271
H: 2.910 1.313 -2.965  0.409
H: 2.976 -0.442 -2.941  0.063
H: 5.186 0.868 -2.586  0.546
H: 4.880 -0.502 -1.537  0.326
H: 4.260 2.402 -0.827  0.220
H: 5.676 1.534 -0.284  0.509
H: 3.375 1.636 1.191  0.225
H: 4.483 0.278 1.286  0.537
H: 1.970 -0.229 0.898  -0.409
H: 3.139 -1.105 -0.077  0.401
H: -0.126 1.907 -2.291  -0.684
H: -2.246 1.106 -1.594  0.080
H: -2.234 -0.243 -2.719  0.172
H: -2.342 2.685 -3.543  0.146
H: -3.693 1.578 -3.545  0.530
H: -2.060 2.044 -5.725  0.364
H: -3.045 0.614 -5.552  0.337
H: -0.572 0.240 -6.120  0.539
H: -1.215 -0.728 -4.810  -0.072
H: 0.308 1.890 -4.502  0.474
H: 1.028 0.311 -4.267  0.421
C: -3.366 -2.479 5.723  -1.322
C: -2.173 -1.662 6.069  0.882
C: -2.135 -0.864 7.181  -0.749
C: -1.029 -0.045 7.435  0.322
Cl: -1.014 0.961 8.787  -0.091
C: 0.087 -0.040 6.557  -0.907
C: 0.096 -0.854 5.468  -0.591
C: -1.023 -1.676 5.196  1.075
O: -1.121 -2.514 4.192  -0.393
C: -0.103 -2.745 3.220  -1.265
C: -0.101 -1.673 2.111  1.616
O: 0.281 -0.506 2.398  -0.828
O: -0.475 -1.969 0.964  -0.560
H: -4.102 -2.459 6.522  0.439
H: -3.092 -3.512 5.503  0.335
H: -3.822 -2.080 4.811  0.291
H: -2.975 -0.854 7.862  0.461
H: 0.922 0.616 6.757  0.474
H: 0.941 -0.837 4.798  0.423
H: -0.358 -3.693 2.759  0.456
H: 0.887 -2.792 3.678  0.359
F: -2.984 1.755 1.153  -0.533
As: -2.976 1.284 2.900  1.901
F: -2.505 -0.318 2.255  -0.559
F: -4.603 0.833 2.814  -0.457
F: -3.308 2.891 3.347  -0.462
F: -2.764 0.719 4.506  -0.348
F: -1.246 1.658 2.849  -0.482

Output
Kohn-Sham gap (spin up / spin down), eV: 6.59 / 6.70
Charge: +2
<S²>: 1.149
LUMO level (spin up / spin down), hartree: -0.2953 / -0.3115
2S+1: 2

=====

Q | The following is a quantum chemistry calculation of a structure of composition C30H50As2ClF6IrO3P, from the Open Molecules 2025 dataset.

Last column: Mulliken charge in e.
Positions of all 94 atoms, in Å:
Ir: -0.094 -0.220 -0.486  2.835
C: 1.602 2.368 -1.960  -1.197
As: -0.096 1.485 -2.152  0.767
C: -1.402 2.901 -2.226  -1.077
C: -0.079 0.790 -3.952  -1.254
H: 1.620 3.214 -2.647  0.570
H: 2.403 1.673 -2.207  0.363
H: 1.708 2.713 -0.935  0.219
H: -1.265 3.416 -3.176  0.572
H: -1.232 3.587 -1.400  0.227
H: -2.410 2.508 -2.178  0.293
H: 0.167 1.613 -4.623  0.662
H: -1.055 0.399 -4.223  0.409
H: 0.676 0.012 -4.043  0.307
C: -2.875 -4.446 2.220  -0.797
C: -1.623 -4.636 1.375  -0.991
C: -1.643 -3.727 0.133  -0.774
C: -2.467 -2.447 0.380  0.997
C: -2.263 -2.004 1.835  -0.595
C: -2.944 -3.015 2.770  -0.913
P: -2.147 -1.160 -0.895  -2.268
C: -2.183 -1.936 -2.562  1.443
C: -3.485 -2.721 -2.862  -0.784
C: -3.304 -3.662 -4.065  -0.912
C: -2.331 -3.069 -5.076  -0.717
C: -0.925 -2.959 -4.467  -0.787
C: -0.972 -2.798 -2.940  -0.152
C: -3.576 0.013 -0.905  0.868
C: -3.476 1.150 0.127  -0.023
C: -4.782 1.937 0.157  -1.020
C: -5.925 1.073 0.719  -0.923
C: -5.640 -0.420 0.538  -0.512
C: -4.965 -0.683 -0.803  -1.213
H: -2.892 -5.162 3.041  0.516
H: -3.758 -4.665 1.612  0.283
H: -1.535 -5.674 1.054  0.516
H: -0.736 -4.427 1.979  0.372
H: -2.063 -4.272 -0.713  0.231
H: -0.616 -3.462 -0.135  0.006
H: -3.532 -2.673 0.250  0.938
H: -2.650 -1.006 2.024  -0.326
H: -1.189 -1.963 2.036  0.420
H: -3.987 -2.727 2.920  0.274
H: -2.463 -2.967 3.749  0.502
H: -2.174 -1.054 -3.213  0.055
H: -4.292 -2.017 -3.070  0.380
H: -3.787 -3.307 -1.992  0.117
H: -4.276 -3.848 -4.522  0.515
H: -2.931 -4.633 -3.731  0.358
H: -2.695 -2.085 -5.390  0.265
H: -2.300 -3.678 -5.979  0.486
H: -0.392 -2.116 -4.913  0.204
H: -0.341 -3.849 -4.705  0.476
H: -0.030 -2.378 -2.585  -0.651
H: -1.068 -3.774 -2.468  0.453
H: -3.501 0.455 -1.907  0.670
H: -2.635 1.797 -0.102  -0.141
H: -3.281 0.750 1.120  0.024
H: -5.019 2.276 -0.857  0.351
H: -4.659 2.840 0.758  0.399
H: -6.859 1.331 0.219  0.387
H: -6.074 1.289 1.778  0.363
H: -6.569 -0.987 0.595  0.581
H: -5.007 -0.794 1.348  -0.174
H: -5.603 -0.296 -1.601  0.530
H: -4.894 -1.752 -0.980  0.362
C: -2.427 5.557 3.833  -1.217
C: -0.982 5.518 3.520  0.893
C: -0.245 6.768 3.404  -0.457
C: 1.130 6.820 3.133  -0.136
Cl: 1.920 8.334 2.999  -0.136
C: 1.786 5.625 2.988  -0.663
C: 1.066 4.372 3.102  -0.218
C: -0.297 4.313 3.354  0.753
O: -1.021 3.191 3.529  -0.455
C: -0.501 1.925 3.134  -1.032
C: -0.430 1.768 1.622  0.914
O: -0.163 2.703 0.887  -0.641
O: -0.653 0.542 1.266  -1.125
H: -2.860 6.540 3.673  0.439
H: -2.572 5.288 4.887  0.349
H: -2.959 4.800 3.257  0.193
H: -0.797 7.691 3.532  0.460
H: 2.849 5.596 2.794  0.483
H: 1.643 3.466 2.981  0.426
H: -1.164 1.185 3.575  0.415
H: 0.497 1.759 3.551  0.337
F: 2.077 0.106 -0.017  -0.519
As: 2.607 -1.555 -0.547  1.975
F: 3.683 -0.818 -1.627  -0.451
F: 3.657 -1.647 0.767  -0.444
F: 2.829 -3.119 -1.125  -0.423
F: 1.209 -2.065 0.426  -0.433
F: 1.234 -1.284 -1.783  -0.657

Output
Kohn-Sham gap (spin up / spin down), eV: 8.62 / 4.97
Charge: +2
<S²>: 0.768
LUMO level (spin up / spin down), hartree: -0.2266 / -0.3578
2S+1: 2

=====

It is Q that is most stable; the runner-up trails by 1.677 eV.

=====

P | The following is a quantum chemistry calculation of an isolated molecule of H3N3O2S, from the Open Molecules 2025 dataset.

Last column: natural (NBO) charge in e.
Positions of all 9 atoms, in Å:
N: -1.175 -1.480 -0.329  -0.188
N: 1.108 -0.144 -0.477  -0.575
N: 0.026 0.288 -1.193  -0.567
O: -0.263 -1.855 0.404  -0.337
O: -1.598 1.095 0.751  -0.894
S: -1.508 0.111 -0.611  1.302
H: 1.320 -0.097 0.497  0.387
H: 1.760 -0.864 -0.973  0.393
H: -1.023 1.769 0.718  0.479

Output
Kohn-Sham gap (spin up / spin down), eV: 8.28 / 8.28
LUMO level (spin up / spin down), hartree: -0.0140 / -0.0139

=====

Q | The following is a quantum chemistry calculation of a cluster of 2 separate species, H3N3O2S in total, from the Open Molecules 2025 dataset.

Last column: natural (NBO) charge in e.
Positions of all 9 atoms, in Å:
N: -1.128 0.621 0.518  -0.558
N: -0.120 -0.144 0.440  -0.079
N: 0.872 0.468 -0.263  0.582
O: 0.629 1.555 -0.755  -0.418
O: 1.950 -0.052 -0.270  -0.340
S: -0.204 -2.250 -0.731  -0.068
H: -1.537 0.987 1.396  0.399
H: -1.270 1.305 -0.263  0.387
H: 0.808 -2.490 -0.072  0.096

Output
Kohn-Sham gap (spin up / spin down), eV: 7.11 / 7.12
LUMO level (spin up / spin down), hartree: -0.0869 / -0.0867

=====

R | The following is a quantum chemistry calculation of an isolated molecule of H3N3O2S, from the Open Molecules 2025 dataset.

Last column: natural (NBO) charge in e.
Positions of all 9 atoms, in Å:
N: -1.388 -0.791 -0.978  -1.005
N: 0.320 -0.586 1.060  -0.442
N: 0.512 0.665 0.918  0.540
O: -0.004 1.548 1.502  -0.273
O: 1.435 1.117 -0.300  -0.614
S: 0.356 -1.247 -0.537  0.524
H: -2.147 -1.463 -0.513  0.411
H: -1.538 0.173 -1.141  0.382
H: 2.454 0.584 -0.010  0.478

Output
Kohn-Sham gap, eV: 8.74
LUMO level, hartree: -0.0177

=====

It is P that is most stable; the runner-up trails by 0.480 eV.